# C20H23Cl2N2O8PdS2

A molecular structure, C20H23Cl2N2O8PdS2 (wB97M-V/def2-TZVPD, the OMol25 dataset).

Properties
Highest occupied orbital energy (spin up / spin down) = -11.7 / -11.7 eV
Lowest unoccupied orbital energy (spin up / spin down) = -0.198 / -0.199 hartree
ΔE to the lowest compared entry with this formula, charge and spin = 110.6 kJ/mol
HOMO-LUMO gap (spin up / spin down) = 6.335 / 6.317 eV
Net charge = +1

XYZ file:
```
58
Properties=species:S:1:pos:R:3:forces:R:3
Pd 0.661801 -0.646621 0.232053 -0.374 -0.024 -0.251
C 2.156325 -6.984578 3.150915 -0.001 0.009 -0.004
C 2.014439 -5.490905 3.168943 0.005 -0.021 -0.030
C 2.081741 -4.755410 1.982655 0.010 0.000 -0.017
C 1.978850 -3.378995 1.992616 0.011 0.040 -0.015
C 1.804826 -2.723892 3.208993 -0.006 0.012 -0.021
C 1.730422 -3.428863 4.403065 0.038 0.025 0.029
C 1.836439 -4.810282 4.369683 -0.023 0.073 0.027
S 1.610956 -0.990265 3.259060 -0.064 0.044 -0.281
O 1.442568 -0.531615 4.594414 0.014 0.067 0.235
O 0.532079 -0.596356 2.325930 0.182 0.033 -0.354
N 2.996252 -0.415213 2.504759 0.290 0.107 0.434
C 3.736970 0.338068 3.224918 -0.388 -0.225 -0.333
C 4.353272 -1.163291 -0.067641 0.395 0.109 0.058
O 5.330720 -0.845130 0.461507 -0.164 -0.006 -0.004
O 3.386857 -1.488773 -0.621495 -0.220 -0.084 -0.006
H 1.852713 -7.401348 2.192289 0.000 0.002 0.000
H 1.561024 -7.446509 3.936780 0.001 0.002 0.002
H 3.198501 -7.263408 3.319752 -0.001 0.003 -0.002
H 2.218476 -5.272908 1.041519 -0.003 0.008 0.004
H 2.057083 -2.826800 1.062071 -0.002 0.001 -0.002
H 1.588571 -2.900750 5.336116 -0.003 -0.012 -0.004
H 1.774722 -5.369659 5.294578 -0.001 0.018 -0.001
H 3.470510 0.620003 4.244175 0.045 -0.078 0.013
H 4.653941 0.722079 2.788308 -0.033 -0.015 -0.050
Cl -2.082990 -0.678110 0.024676 0.177 -0.113 0.122
C -2.395068 0.742583 1.066929 0.025 0.081 -0.038
Cl -1.304337 2.069465 0.687282 -0.016 -0.040 0.036
H -2.243442 0.437486 2.094827 0.009 -0.012 0.003
H -3.415546 1.054226 0.872902 0.016 -0.021 -0.009
C -5.058799 3.276038 -0.177739 0.003 -0.008 0.003
C -4.137028 3.152658 -1.358238 0.006 0.009 -0.034
C -3.534324 4.289139 -1.903042 -0.011 -0.010 0.010
C -2.680859 4.191157 -2.985102 0.017 0.020 0.011
C -2.404964 2.939997 -3.526529 0.004 0.027 0.007
C -2.989763 1.799226 -3.003720 0.022 -0.033 -0.004
C -3.860757 1.915772 -1.928126 -0.038 -0.006 -0.004
S -1.293895 2.808450 -4.897583 -0.031 -0.039 0.014
O -1.593023 3.826163 -5.853696 0.026 0.017 0.004
O -1.259014 1.420470 -5.253136 0.041 0.006 0.019
N 0.191666 3.206936 -4.294572 0.016 -0.084 0.080
C 0.640900 2.623481 -3.033952 -0.044 0.065 -0.044
C 1.054634 1.156226 -3.198850 0.037 -0.067 -0.102
C 1.116810 0.501646 -1.871034 0.109 0.475 0.313
O 0.651328 -0.686380 -1.696529 -0.254 -0.420 0.199
O 1.520244 1.064843 -0.821664 0.191 -0.009 0.007
H -5.763610 4.096130 -0.312539 -0.001 -0.004 0.004
H -4.492859 3.486634 0.733443 0.004 0.012 0.007
H -5.631664 2.361866 -0.023101 -0.007 -0.001 -0.001
H -3.754488 5.262708 -1.482124 0.000 -0.002 -0.002
H -2.242358 5.080618 -3.420593 -0.006 -0.005 -0.007
H -2.779829 0.837744 -3.453920 -0.009 0.016 0.005
H -4.352113 1.027136 -1.545470 0.014 0.013 -0.007
H 0.360906 4.198006 -4.398345 -0.002 -0.004 0.008
H -0.138535 2.692516 -2.267035 -0.020 0.006 0.009
H 1.483552 3.213489 -2.679657 0.002 0.006 -0.018
H 2.026253 1.068425 -3.690636 0.010 0.040 0.009
H 0.332937 0.614697 -3.809072 0.002 -0.006 -0.024
```
Forces are in eV/Å.

***

# C20H23Cl2N3O4S

C20H23Cl2N3O4S in the gas phase in a non-equilibrium geometry (wB97M-V/def2-TZVPD, the OMol25 dataset).

Properties
Highest occupied orbital energy = -9.0 eV
Lowest unoccupied orbital energy = 0.008 hartree
ΔE to the lowest compared entry with this formula, charge and spin = 0.0 kJ/mol
HOMO-LUMO gap = 9.257 eV
SMILES = O=C(NCCCN1CCOCC1)c1cccc(S(=O)(=O)Nc2cc(Cl)ccc2Cl)c1

XYZ file:
```
53
Properties=species:S:1:pos:R:3:forces:R:3
O 0.730263 -2.855664 1.251924 0.248 -0.295 0.123
C 0.153062 -1.789770 1.147583 -0.074 0.262 0.072
N -1.114804 -1.649473 0.733894 -0.147 0.128 -0.041
C -1.884187 -2.733445 0.169930 0.064 -0.190 -0.232
C -2.526183 -2.280195 -1.141276 -0.220 0.053 0.281
C -3.662105 -1.282015 -0.903472 0.138 -0.178 -0.201
N -3.216802 -0.069974 -0.221292 -0.215 0.123 -0.012
C -4.287862 0.547615 0.549756 0.092 0.308 0.214
C -3.742454 1.764787 1.297846 -0.279 -0.261 0.076
O -3.193649 2.707525 0.412034 -0.109 0.129 -0.033
C -2.154268 2.121616 -0.334626 0.153 -0.126 -0.337
C -2.660975 0.920901 -1.136033 0.132 0.287 0.188
C 0.861259 -0.493245 1.420861 0.157 0.153 -0.265
C 1.619558 -0.306010 2.571663 -0.046 -0.023 -0.044
C 2.379171 0.840525 2.734439 -0.065 -0.013 0.003
C 2.443350 1.782654 1.718015 0.017 0.156 -0.014
C 1.706325 1.577105 0.569904 0.065 0.492 -0.319
S 1.961727 2.599134 -0.879799 -0.149 -0.400 -0.261
O 3.026403 3.517144 -0.634866 0.169 -0.186 0.231
O 0.726625 3.088928 -1.412670 -0.137 -0.187 -0.022
N 2.473721 1.420453 -1.994546 -0.515 0.870 0.200
C 3.198808 0.353485 -1.487267 0.719 -0.758 0.195
C 4.305966 0.608751 -0.683643 0.087 -0.258 -0.119
C 4.990833 -0.442880 -0.100959 -0.362 -0.046 -0.208
Cl 6.326532 -0.099491 0.925950 0.279 0.069 0.210
C 4.609629 -1.759407 -0.314792 0.010 0.093 -0.018
C 3.520197 -2.021705 -1.125166 0.046 0.113 0.026
C 2.818926 -0.975867 -1.695903 0.168 0.238 0.063
Cl 1.415910 -1.309340 -2.650844 -0.240 -0.078 -0.174
C 0.899154 0.467976 0.418653 -0.163 -0.141 0.275
H -1.583299 -0.748784 0.676227 0.157 0.001 0.123
H -1.199683 -3.569785 0.007614 -0.131 0.059 0.065
H -2.661009 -3.051403 0.874851 0.043 -0.087 -0.047
H -2.939224 -3.147855 -1.657294 0.007 -0.017 -0.073
H -1.759212 -1.843396 -1.782497 0.063 -0.039 -0.078
H -4.147202 -1.040882 -1.862965 -0.070 0.028 0.084
H -4.409293 -1.764982 -0.268110 -0.018 0.018 -0.035
H -4.669844 -0.178312 1.271131 -0.034 0.023 -0.023
H -5.115931 0.870736 -0.103052 0.001 -0.045 0.031
H -4.545108 2.272759 1.834938 0.052 -0.084 0.029
H -2.975140 1.434410 2.016841 -0.078 0.023 -0.029
H -1.755063 2.891806 -0.994657 -0.009 -0.105 0.060
H -1.353224 1.797450 0.348414 -0.063 0.053 -0.091
H -1.835330 0.476959 -1.694827 0.047 0.000 -0.058
H -3.422843 1.265420 -1.855546 0.047 -0.055 -0.001
H 1.613765 -1.073952 3.330036 0.027 -0.089 0.070
H 2.952460 0.984735 3.637045 0.053 0.019 0.074
H 3.069163 2.657763 1.788567 0.137 0.071 0.060
H 1.723081 1.153694 -2.618695 -0.132 0.120 0.035
H 4.597727 1.633388 -0.519092 0.153 0.059 0.045
H 5.148288 -2.567164 0.151846 0.071 -0.064 0.061
H 3.196679 -3.037289 -1.287756 -0.065 -0.069 -0.027
H 0.346110 0.334574 -0.498322 -0.079 -0.156 -0.130
```
Forces are in eV/Å.

***

# C20H23ClN2O

C20H23ClN2O in the gas phase in a non-equilibrium geometry (wB97M-V/def2-TZVPD, the OMol25 dataset).

Properties
Highest occupied orbital energy = -8.2 eV
Lowest unoccupied orbital energy = 0.020 hartree
ΔE to the lowest compared entry with this formula, charge and spin = 333.9 kJ/mol
HOMO-LUMO gap = 8.745 eV
SMILES = COc1ccc(Cc2c(C(C)(C)C)nc3ccc(Cl)cn23)c(C)c1

XYZ file:
```
47
Properties=species:S:1:pos:R:3:forces:R:3
C -5.047509 -3.178955 -2.366812 0.557 0.890 1.335
O -4.877777 -2.143795 -1.373962 0.868 0.803 0.676
C -3.550552 -1.796779 -0.927334 -1.737 -1.773 -1.055
C -3.081144 -2.359694 0.234837 1.771 -1.079 0.136
C -1.699454 -2.289805 0.561524 -1.305 1.332 -0.583
C -0.821780 -1.450141 -0.130850 -1.249 1.090 -0.782
C 0.589159 -1.077573 0.307859 -0.909 -0.025 -0.724
C 0.885954 0.356330 0.562797 -0.400 2.280 1.293
C 2.077141 1.083081 0.669299 -0.163 -2.687 -1.813
C 3.415490 0.533166 0.330742 3.823 -0.617 0.662
C 3.725955 -0.643945 1.310914 1.726 -0.548 -0.015
C 4.652429 1.541999 0.551382 -2.292 0.221 -1.228
C 3.551982 0.201927 -1.155322 1.425 2.069 -1.021
N 1.892398 2.322111 1.064721 3.419 1.531 0.646
C 0.695536 2.427958 1.429253 -4.676 3.374 0.456
C -0.053422 3.684901 1.880502 -0.312 -2.852 -0.325
C -1.421976 3.572802 2.117299 2.931 1.024 -0.101
C -2.077628 2.326638 1.868355 -0.069 0.122 1.067
Cl -3.720033 2.130521 2.453732 0.320 0.036 -0.383
C -1.395550 1.235061 1.463628 0.919 -0.839 -0.918
N -0.032562 1.288969 1.128985 -0.801 -0.057 0.379
C -1.358121 -0.829526 -1.280694 -0.481 0.521 -0.752
C -0.621603 0.279518 -2.056779 -0.273 -1.173 -1.123
C -2.699932 -1.089915 -1.718496 1.834 0.415 0.390
H -4.210633 -3.156670 -3.004222 1.014 -0.049 -1.160
H -5.085471 -4.145648 -1.906432 -0.121 -0.636 0.427
H -5.950308 -2.998293 -2.914711 -0.469 0.285 -0.150
H -3.699372 -3.107414 0.688277 -0.315 0.001 0.625
H -1.347735 -2.749256 1.438442 0.308 -0.794 1.027
H 1.196098 -1.463394 -0.498628 0.751 0.053 0.044
H 0.853410 -1.538766 1.221809 0.174 -1.257 0.849
H 3.285133 -1.573837 1.030035 -0.691 -0.701 -0.516
H 3.278646 -0.406781 2.268732 0.305 0.118 0.431
H 4.854471 -0.981275 1.458044 -2.086 1.320 -0.388
H 4.778287 1.771224 1.617203 -0.091 0.415 -0.453
H 4.350115 2.421399 -0.141471 1.164 -0.975 1.540
H 5.528991 0.989298 0.177015 -0.283 0.524 0.144
H 4.599184 0.057757 -1.658559 -1.634 0.455 1.515
H 3.004863 -0.598343 -1.491178 -1.512 -2.241 -0.511
H 3.064258 1.075202 -1.633308 0.547 -0.305 -0.271
H 0.502081 4.613002 2.084797 -0.253 -0.727 -0.180
H -1.780211 4.488005 2.599985 -0.982 -0.741 -0.404
H -1.798094 0.241305 1.331438 -0.506 0.240 0.142
H -0.969350 1.224696 -1.684771 0.117 0.622 0.348
H 0.474006 0.246648 -2.085364 -0.297 -0.084 0.429
H -0.928835 0.266423 -3.127523 0.023 -0.135 0.646
H -3.026538 -0.800138 -2.695191 -0.087 0.552 -0.347
```
Forces are in eV/Å.

***

# C20H23ClN2O3SV

A molecular structure, C20H23ClN2O3SV in a non-equilibrium geometry (wB97M-V/def2-TZVPD, the OMol25 dataset).

Properties
2S+1 = 3
Highest occupied orbital energy (spin up / spin down) = -11.8 / -11.8 eV
Lowest unoccupied orbital energy (spin up / spin down) = -0.173 / -0.149 hartree
HOMO-LUMO gap (spin up / spin down) = 7.108 / 7.778 eV
Net charge = +1

XYZ file:
```
51
Properties=species:S:1:pos:R:3:forces:R:3
V 0.991708 0.460919 1.065448 0.110 0.767 0.643
C -0.544235 2.940439 2.038938 0.939 -0.299 -0.758
C -0.121936 3.732267 3.095459 -0.369 -0.128 0.064
C -0.013680 3.201582 4.382003 -0.071 -0.891 -0.406
C -0.211385 1.816728 4.565260 -0.106 0.571 0.414
C -0.746732 1.054115 3.529779 0.583 -0.007 -0.392
C -0.834986 1.581347 2.228741 -1.707 0.045 0.975
H -0.484903 3.295362 1.004176 -0.470 0.247 0.413
H 0.090471 4.775782 2.928683 -0.006 0.163 -0.024
H 0.201508 3.865513 5.215643 0.245 -0.296 -0.103
H 0.007641 1.359593 5.536381 -0.370 0.234 -0.338
H -1.082073 0.035855 3.688639 0.159 -0.018 0.188
H -1.448882 1.041147 1.487365 0.505 0.356 0.489
C -1.840010 -3.697157 1.797885 -0.465 0.033 0.686
C -0.729959 -4.275568 0.927849 -0.906 -1.117 -0.984
N -0.450647 -3.394915 -0.237296 0.965 1.021 -0.062
C -0.926187 -3.816393 -1.573482 0.297 0.501 -1.015
C -2.425056 -3.876802 -1.606210 -1.426 -0.729 -0.551
C 0.193116 -2.216425 -0.102585 -0.369 -1.108 1.391
S 1.098773 -1.960004 1.449677 -0.791 1.046 -1.412
N 0.185424 -1.388212 -1.143654 0.216 3.442 -0.329
C 0.012000 -0.038636 -1.221155 -0.652 -1.412 -2.543
O -0.434593 0.754860 -0.275776 1.856 -1.392 0.090
C 0.141589 0.609172 -2.623422 0.693 1.456 -0.663
C 0.594259 -0.055483 -3.779816 -0.282 0.219 -1.033
C 0.591448 0.542860 -5.076625 0.680 -1.195 0.550
C 0.273977 1.877407 -5.307697 -0.166 -0.700 0.259
C 0.164340 2.639262 -4.165829 -1.279 -0.242 1.921
C -0.015421 2.029226 -2.882276 0.332 -0.423 -0.069
H -2.153517 -4.414342 2.599059 0.721 0.740 -0.370
H -2.755577 -3.594263 1.216505 0.094 0.079 -0.295
H -1.609543 -2.686041 2.181913 0.019 -0.693 0.150
H -1.195100 -5.216221 0.496002 1.010 0.920 0.345
H 0.202866 -4.551489 1.434387 -0.322 0.222 -0.014
H -0.439097 -4.786456 -1.850589 -0.476 0.721 0.426
H -0.645329 -3.057383 -2.331810 0.365 -0.534 0.722
H -2.731395 -4.647473 -0.899562 -0.459 0.015 -0.023
H -2.838061 -4.185974 -2.611440 0.690 0.315 0.991
H -2.935384 -2.932189 -1.331294 0.551 -0.378 -0.110
H 0.926165 -1.080743 -3.791178 -0.078 -0.232 0.445
H 0.983756 -0.094367 -5.890451 -0.674 0.392 0.396
H 0.006389 2.264297 -6.298602 0.812 -0.061 0.370
H 0.038360 3.717764 -4.212409 -0.102 -0.181 -0.038
H -0.310331 2.724341 -2.098387 0.159 -0.337 0.113
Cl 5.414409 3.190181 1.046428 -1.096 -0.371 -0.084
C 3.631298 3.360104 1.272894 -0.470 1.074 -0.106
C 2.758054 2.137703 1.104062 -0.252 -2.670 2.056
O 2.621578 1.451774 0.061330 -0.253 0.676 0.502
O 2.068827 1.650230 2.188480 1.123 0.894 -2.686
H 3.238729 4.050967 0.486026 0.559 -0.254 0.649
H 3.487336 3.805738 2.282534 -0.065 -0.484 -0.837
```
Forces are in eV/Å.

***

# C20H23ClN2O4

C20H23ClN2O4 in the gas phase in a non-equilibrium geometry (wB97M-V/def2-TZVPD, the OMol25 dataset).

Properties
Highest occupied orbital energy = -9.0 eV
Lowest unoccupied orbital energy = 0.024 hartree
ΔE to the lowest compared entry with this formula, charge and spin = 107.1 kJ/mol
HOMO-LUMO gap = 9.666 eV
SMILES = CCOC(=O)[C@]1(Cc2cccc(Cl)c2)CCCN(C(=O)c2cc(C)on2)C1

XYZ file:
```
50
Properties=species:S:1:pos:R:3:forces:R:3
C -3.201515 -2.829286 -2.868515 0.200 0.285 0.315
C -2.286321 -1.706298 -2.419523 0.101 -0.005 -0.528
O -2.337728 -1.625291 -0.993101 -0.334 -0.358 0.100
C -1.516557 -0.743434 -0.425285 0.136 0.345 0.199
O -0.766061 -0.042784 -1.053334 -0.083 -0.032 -0.085
C -1.621665 -0.769664 1.097598 -0.119 -0.036 0.196
C -0.861183 -2.028487 1.581894 -0.011 0.146 -0.176
C 0.457041 -2.168213 0.871679 0.140 -0.233 0.138
C 0.546589 -2.921703 -0.293039 0.029 -0.048 0.031
C 1.730339 -2.981773 -1.005640 -0.011 0.006 -0.023
C 2.848097 -2.294399 -0.567320 0.049 0.052 0.035
C 2.766006 -1.565477 0.607361 -0.204 -0.102 -0.099
Cl 4.153055 -0.715549 1.181903 0.220 0.120 0.088
C 1.586483 -1.502983 1.330138 0.063 -0.061 -0.076
C -3.091040 -0.807182 1.536440 -0.052 0.045 -0.272
C -3.803178 0.472936 1.100393 0.126 0.006 0.291
C -3.066113 1.702947 1.629103 -0.409 0.244 -0.164
N -1.677788 1.673972 1.218368 -0.158 -0.013 0.224
C -1.240363 2.564927 0.298865 -0.228 0.038 0.376
O -1.956717 3.452809 -0.134325 0.157 0.066 -0.291
C 0.160567 2.451881 -0.179728 1.079 0.164 -0.444
C 0.585950 2.851217 -1.471615 0.640 -0.156 0.168
C 1.927575 2.599744 -1.470342 -0.980 0.329 -0.225
C 2.981029 2.759990 -2.501230 0.047 -0.171 0.235
O 2.277709 2.111389 -0.269437 0.488 0.083 -0.487
N 1.184851 2.023736 0.519096 -0.808 0.077 0.713
C -0.969954 0.503072 1.664347 0.340 -0.383 -0.329
H -4.220024 -2.635302 -2.543176 -0.126 -0.023 -0.014
H -2.875548 -3.774851 -2.443266 0.008 -0.128 0.003
H -3.183156 -2.903168 -3.951764 -0.010 -0.021 -0.113
H -1.248260 -1.883301 -2.722899 -0.144 0.067 0.030
H -2.600637 -0.743514 -2.837437 0.098 -0.111 0.063
H -1.480981 -2.903980 1.379474 -0.005 -0.004 0.072
H -0.708949 -1.950293 2.659779 -0.065 -0.015 0.046
H -0.319195 -3.464369 -0.644091 -0.114 -0.048 -0.028
H 1.785177 -3.564841 -1.913028 0.013 -0.056 -0.071
H 3.772162 -2.326910 -1.122347 0.103 0.007 -0.018
H 1.555963 -0.935161 2.246695 0.011 0.100 0.099
H -3.128868 -0.896137 2.625087 0.036 -0.045 0.065
H -3.587976 -1.676916 1.104766 0.029 -0.042 0.098
H -4.829741 0.475877 1.469715 -0.035 0.022 -0.055
H -3.834788 0.520992 0.010188 -0.076 0.033 -0.068
H -3.104335 1.720898 2.724446 -0.014 0.016 -0.022
H -3.509598 2.620162 1.238207 0.050 -0.122 0.157
H -0.026438 3.244519 -2.253327 -0.099 0.110 -0.210
H 2.609707 3.372372 -3.317147 0.001 0.025 -0.029
H 3.270691 1.784609 -2.891140 0.052 -0.020 -0.065
H 3.862964 3.224082 -2.064443 0.063 0.060 -0.046
H -1.013029 0.467387 2.759193 0.039 -0.080 -0.020
H 0.069082 0.576698 1.351570 -0.232 -0.133 0.218
```
Forces are in eV/Å.

***

- Number 3 is which compound?
  C20H23ClN2O